Record 1
14
Properties=species:S:1:pos:R:3:forces:R:3:mulliken_charge:R:1 method="wB97M-V/def2-TZVPD" e_homo_ev=-9.47 lumo_ev=1.048 smiles=NCCCO spin_multiplicity=1 e_above_lowest_kj_mol=222.1
N -1.36219 1.00084 -0.99864 -1.43 -0.56 -1.03 -0.618
C -0.27606 1.25827 -0.12928 -2.15 -2.54 4.25 -0.435
C -0.08192 -0.12629 0.67962 -0.67 -1.99 -4.51 -0.557
C 0.96377 -0.97949 -0.24355 2.51 1.34 2.96 -0.447
O 1.19595 -2.30601 0.23721 -0.29 0.16 1.40 -0.520
H -2.08271 0.52697 -0.45534 0.18 -0.02 -0.31 0.231
H -1.82780 1.83287 -1.30294 0.07 0.64 -0.44 0.217
H -0.57339 1.94941 0.66555 0.58 0.65 -0.20 0.293
H 0.61545 1.47087 -0.59177 1.97 0.90 -1.18 0.388
H 0.37976 -0.01514 1.65769 -0.30 -0.17 0.05 0.410
H -1.06006 -0.81043 0.58060 1.83 1.86 1.05 0.185
H 0.99228 -1.19369 -1.31006 -1.23 1.05 -0.16 0.341
H 1.91147 -0.31503 -0.01097 -1.10 -1.30 -0.82 0.216
H 1.20547 -2.29314 1.22189 0.04 -0.02 -1.07 0.296

***

Record 2
17
Properties=species:S:1:pos:R:3:forces:R:3:mulliken_charge:R:1 method="wB97M-V/def2-TZVPD" e_homo_ev="-7.70 / -7.31" lumo_ev="0.260 / -0.005" spin_multiplicity=1 e_above_lowest_kj_mol=410.8
C 2.35094 0.04173 -0.30020 0.02 0.03 -0.06 -1.478
C 1.01491 -0.67091 -0.21856 -0.13 -0.07 -0.07 0.558
C 0.05504 -0.24204 0.86968 -0.37 -0.16 0.77 -0.824
C -1.32488 -0.13907 -0.08181 1.22 -0.27 0.02 1.024
O -2.06707 -1.31900 -0.06615 -0.32 0.11 0.09 -0.539
C -1.96708 1.08646 0.06374 -0.61 0.60 -0.02 -1.100
C -0.12620 -0.13703 -1.01595 -0.02 0.21 -0.71 -0.913
H 3.04426 -0.32736 0.46394 -0.10 0.05 -0.12 0.363
H 2.22733 1.12272 -0.15527 -0.01 -0.18 -0.03 0.339
H 2.81291 -0.11574 -1.28080 -0.03 0.02 0.13 0.352
H 1.11990 -1.75753 -0.28545 0.02 0.12 0.07 0.322
H 0.27457 0.70771 1.35177 0.07 -0.13 -0.07 0.348
H -0.24495 -1.02535 1.56974 0.15 0.16 0.03 0.278
H -2.76280 -1.17592 0.59356 0.09 -0.15 -0.15 0.374
H -2.97808 1.22633 -0.30872 0.05 -0.01 0.14 0.328
H -1.42248 1.96001 0.40635 -0.07 -0.20 -0.11 0.273
H 0.00185 0.77969 -1.59730 0.04 -0.14 0.11 0.295

***

Record 3
13
Properties=species:S:1:pos:R:3:forces:R:3:mulliken_charge:R:1 method="wB97M-V/def2-TZVPD" e_homo_ev=-10.13 lumo_ev=0.992 smiles=OC1CCC1 spin_multiplicity=1 e_above_lowest_kj_mol=136.0
O 1.20026 0.29886 -1.70846 0.51 -2.74 0.60 -0.532
C 0.73836 -0.08096 -0.38974 -0.65 1.01 -0.96 0.005
C -0.58951 -0.91927 -0.20526 -1.05 1.59 -1.17 -0.518
C -0.77091 0.01566 1.03637 -1.35 0.19 -0.56 -0.623
C 0.09967 1.11261 0.33601 -1.00 -0.77 -0.20 -0.600
H 1.55865 -0.56892 -2.06378 -0.48 1.72 0.18 0.315
H 1.52358 -0.42922 0.28016 0.32 -0.49 -0.37 0.270
H -0.63657 -2.01816 -0.10589 0.38 0.57 0.07 0.332
H -1.37531 -0.59919 -1.04269 1.77 -0.60 1.67 0.204
H -1.78392 0.16884 1.46749 0.50 0.34 -0.71 0.318
H -0.21337 -0.35881 1.84290 0.93 -0.72 1.16 0.256
H 0.76878 1.71958 0.97106 -0.54 -0.05 -0.51 0.300
H -0.51972 1.65897 -0.41817 0.66 -0.05 0.80 0.273

***

Record 4
49
Properties=species:S:1:pos:R:3:forces:R:3:mulliken_charge:R:1 method="wB97M-V/def2-TZVPD" e_homo_ev=-7.53 lumo_ev=0.663 smiles="COc1ccccc1N1CCN(C(=O)[C@H]2CC=CC[C@@H]2C(=O)O)CC1" spin_multiplicity=1 e_above_lowest_kj_mol=153.5
C 2.58597 -0.28570 -1.39370 0.27 0.17 -0.05 -1.048
O 1.41471 -0.97809 -1.02330 -0.37 -0.23 0.33 -0.119
C 1.41573 -1.66227 0.17447 0.01 -0.06 -0.03 0.814
C 2.48540 -1.61976 1.05571 0.05 0.06 -0.09 -0.552
C 2.45178 -2.29764 2.26156 0.02 -0.05 0.02 -0.734
C 1.34413 -3.05169 2.59037 0.02 0.04 0.09 -0.884
C 0.27939 -3.11432 1.71319 0.11 0.10 -0.02 -0.229
C 0.27306 -2.41931 0.50326 0.24 -0.14 0.08 0.203
N -0.86367 -2.54761 -0.29710 -0.07 0.21 -0.08 0.130
C -0.88665 -2.32084 -1.71398 0.03 -0.06 -0.21 -1.028
C -1.34105 -0.87495 -2.06861 0.21 -0.07 -0.32 -0.784
N -2.00020 -0.31602 -0.91230 -0.26 -0.10 0.05 0.089
C -1.59563 0.72186 -0.16300 0.19 0.07 -0.28 0.434
O -2.10181 0.93491 0.94005 -0.20 0.08 0.26 -0.871
C -0.61452 1.71291 -0.76806 -0.17 0.16 0.18 1.506
C -1.43473 2.59387 -1.72508 0.12 -0.03 0.03 -1.068
C -0.66426 3.78950 -2.19025 -0.19 -0.03 -0.11 -0.578
C 0.40825 4.24170 -1.56547 0.11 0.06 0.07 -0.648
C 0.97570 3.61577 -0.33495 -0.01 -0.17 0.04 -0.865
C 0.04646 2.58694 0.31338 0.19 -0.06 -0.05 0.028
C 0.86271 1.71411 1.27497 -0.28 0.33 -0.16 0.052
O 2.05833 1.60199 1.18636 0.16 -0.06 0.14 -0.584
O 0.17727 1.09418 2.22361 -0.05 -0.28 0.39 -0.578
C -2.94706 -1.25545 -0.34305 -0.18 0.01 0.22 -0.931
C -2.16923 -2.41705 0.31439 -0.16 -0.07 0.03 -1.053
H 2.37532 0.14659 -2.37283 0.04 -0.01 0.04 0.233
H 3.43978 -0.96465 -1.48062 -0.04 0.00 0.00 0.438
H 2.82061 0.51083 -0.68214 0.00 -0.06 -0.07 0.340
H 3.34916 -1.01940 0.82623 0.05 0.10 -0.06 0.363
H 3.29270 -2.22841 2.93351 0.08 0.01 0.06 0.394
H 1.30516 -3.59697 3.52110 0.00 -0.05 0.08 0.395
H -0.57381 -3.72775 1.95993 -0.08 -0.07 -0.03 0.512
H -1.59394 -3.04073 -2.14557 0.07 0.05 -0.05 0.402
H 0.09796 -2.51741 -2.13077 -0.13 -0.02 -0.06 0.391
H -0.48224 -0.27527 -2.35016 -0.06 -0.01 0.02 0.377
H -2.04750 -0.89390 -2.90715 0.07 0.01 0.03 0.566
H 0.18070 1.20888 -1.31703 -0.04 -0.03 -0.02 -0.208
H -1.75458 2.00131 -2.58606 -0.04 -0.01 0.04 0.388
H -2.34245 2.93154 -1.21163 -0.05 -0.10 -0.03 0.446
H -1.04631 4.28374 -3.07202 0.04 0.14 -0.11 0.430
H 0.93984 5.10518 -1.93942 -0.01 0.12 -0.14 0.423
H 1.21425 4.39475 0.39351 0.06 -0.05 0.00 0.548
H 1.92323 3.12556 -0.58361 -0.03 0.08 0.10 0.250
H -0.74314 3.09098 0.88078 0.05 -0.07 -0.06 0.436
H -0.79434 1.13235 2.04652 0.30 0.13 -0.16 0.448
H -3.55579 -0.73425 0.39546 0.00 -0.13 -0.13 0.393
H -3.58810 -1.61390 -1.15263 0.02 0.03 0.02 0.401
H -2.74029 -3.34935 0.20316 -0.05 0.08 0.10 0.376
H -2.04081 -2.20789 1.37627 -0.03 -0.03 -0.08 0.554